This record from the OMol25 dataset describes C10H14CaCl4O25 as an isolated structure. The level of theory is the ωB97M-V functional and the def2-TZVPD basis.

Last column: Mulliken charge in e.
Cartesian coordinates (Å):
Ca: 0.85814 1.18145 1.73720  1.69
Cl: 3.55988 -0.09932 2.48042  2.02
O: 4.32628 -1.08657 1.81502  -0.70
O: 4.23827 0.51852 3.58113  -0.65
O: 3.32339 0.86174 1.47668  -0.80
O: 2.30066 -0.61130 2.99688  -0.80
Cl: -2.07991 0.61402 3.87060  1.79
O: -3.48797 0.44695 3.79811  -0.71
O: -1.27183 -0.45568 4.21182  -0.67
O: -1.62066 1.18803 2.66156  -0.84
O: -1.84953 1.62884 4.82663  -0.69
Cl: 1.56051 3.30015 5.06618  1.73
O: 2.34564 4.23128 4.35111  -0.42
O: 1.23015 2.26591 4.14388  -0.44
O: 2.46963 2.70354 6.01310  -0.39
O: 0.46432 3.90318 5.72344  -0.50
Cl: 0.54209 4.35472 0.32396  1.85
O: 1.46560 3.30399 0.08921  -0.58
O: -0.63016 4.36718 -0.47537  -0.68
O: 0.02338 4.12787 1.61530  -0.74
O: 1.02442 5.72846 0.28906  -0.75
C: 0.99620 0.48523 -4.27367  -0.23
C: 1.72210 1.82126 -4.02831  -0.46
O: 1.95121 1.84963 -2.59718  -0.31
C: 1.50076 0.75172 -2.08381  0.45
O: 1.40476 0.53481 -0.92532  -0.19
O: 1.07058 -0.14843 -3.02443  -0.24
H: 1.51899 0.03815 -5.11919  0.35
H: -0.03722 0.74289 -4.50552  0.10
H: 1.02082 2.55210 -4.43104  0.28
H: 2.59539 1.89625 -4.67625  0.31
C: -2.77863 0.31937 -3.06431  -0.26
C: -3.45910 -0.49754 -2.09690  -0.42
O: -2.44938 -0.36654 -1.09284  -0.32
C: -1.88392 0.80943 -1.09128  0.43
O: -1.06441 1.23076 -0.25435  0.00
O: -2.13119 1.34044 -2.39632  -0.33
H: -3.53015 0.86293 -3.63691  0.35
H: -2.12645 -0.12597 -3.81558  0.19
H: -3.64689 -1.50951 -2.45570  0.29
H: -4.48506 -0.21369 -1.86249  0.24
C: -0.71937 -5.66148 0.52536  -1.33
C: 0.07153 -4.63491 -0.32958  0.33
C: -0.59092 -3.84329 -1.40471  -0.65
O: -0.08873 -2.60906 -1.21959  -0.10
C: 0.04946 -2.43985 0.12643  0.23
O: -0.06066 -1.36454 0.66611  -0.13
O: -0.02529 -3.64855 0.66480  -0.27
H: -0.99183 -6.58738 0.01885  0.39
H: -1.65366 -5.15555 0.76877  0.33
H: -0.17223 -5.86281 1.44635  0.33
H: 1.05691 -5.00267 -0.61572  0.31
H: -1.67368 -3.75656 -1.49542  0.28
H: -0.18227 -4.27959 -2.31616  0.32

For the orbital gap (spin up / spin down), the calculation gives 8.056 / 3.626 eV. As for the multiplicity: 2. As for the HOMO energy (spin up / spin down): -6.326 / -6.320 eV. The total charge is -1. Its expectation value of S² is 0.762.